{"formula": "C10H13BeN2O6", "method": "ωB97M-V/def2-TZVPD", "e_tot_ha": -964.2387, "homo_ev": -11.1, "lumo_ev": -4.805, "mol_weight_da": 266.2, "homo_lumo_gap_ev": 6.27, "charge": 1, "spin_multiplicity": 1, "species": ["O", "C", "Be", "C", "O", "C", "O", "C", "O", "C", "O", "H", "C", "N", "C", "C", "O", "N", "C", "C", "H", "H", "H", "H", "H", "H", "H", "H", "H", "H", "H", "H"], "xyz": [[-0.02020, 2.99830, -0.07540], [-0.01250, 1.85050, -0.03400], [0.00000, 0.00000, 0.00000], [0.01230, -1.86260, -0.08660], [0.01990, -3.00580, -0.14080], [-0.00030, -0.00360, -2.12810], [-0.08600, -0.98360, -2.82170], [1.83690, 0.00440, -0.24310], [2.97830, 0.03130, -0.37720], [-1.83700, -0.01980, -0.24240], [-2.97870, -0.00890, -0.37500], [0.08730, 0.99990, -2.60840], [2.49810, -0.15620, 3.25170], [1.22550, -0.07960, 3.94970], [1.35510, -0.08280, 5.41930], [-0.00320, -0.00600, 3.24290], [-0.01360, -0.00270, 1.94100], [-1.22580, 0.07050, 3.96030], [-1.35910, 0.08060, 5.43320], [-2.49460, 0.15330, 3.25420], [3.37050, -0.21520, 3.95190], [2.64960, 0.73660, 2.63020], [2.53640, -1.06340, 2.63050], [0.93310, 0.83500, 5.85020], [1.00910, -1.04520, 5.85880], [2.37630, -0.00860, 5.80180], [-1.02130, 1.04520, 5.87430], [-2.38400, 0.03680, 5.79270], [-0.95780, -0.84050, 5.89900], [-2.49190, 1.02840, 2.58300], [-2.65770, -0.76890, 2.67560], [-3.37600, 0.27730, 3.94190]], "forces_ev_per_angstrom": [[0.014, -3.614, -0.028], [-0.006, 4.546, 0.194], [-0.019, -0.262, -1.040], [0.002, -4.250, 0.087], [-0.012, 3.336, 0.012], [0.004, -0.014, 0.512], [0.000, 0.148, 0.287], [4.258, 0.179, 0.505], [-3.266, -0.119, -0.082], [-4.268, 0.027, 0.489], [3.263, -0.038, -0.076], [0.023, 0.063, -0.355], [0.598, -0.171, -0.747], [-1.543, 0.165, -0.205], [-0.014, -0.088, 0.861], [0.017, 0.040, 0.633], [0.059, -0.017, 2.523], [1.601, -0.135, -0.086], [0.047, 0.025, 0.876], [-0.613, 0.152, -0.773], [-1.145, 0.083, -0.442], [0.013, -0.271, -0.009], [0.058, 0.321, -0.015], [-0.276, -0.776, -0.032], [-0.087, 0.989, -0.208], [0.270, -0.113, -1.029], [0.172, -0.980, -0.238], [-0.434, 0.008, -0.939], [0.197, 0.960, -0.268], [-0.100, -0.391, 0.072], [-0.077, 0.353, 0.010], [1.261, -0.157, -0.491]]}